(1)
C20H24N2O5S in the gas phase in a non-equilibrium geometry. Source: the OMol25 dataset; level of theory: ωB97M-V/def2-TZVPD.

Structure (XYZ):
```
52
Properties=species:S:1:pos:R:3:forces:R:3
S -2.5368 -0.2087 1.3910 -0.1193 -0.3671 0.0256
O -3.7056 2.4205 -4.4417 0.4722 -0.0710 0.2168
O -2.7147 1.2114 1.3351 0.2353 -0.0655 -0.1638
O 5.1459 -2.8176 1.0340 0.2516 -0.3247 0.2449
O -5.4219 1.1306 -3.5996 0.0746 -0.3295 0.3741
O -3.4481 -0.9901 2.1773 0.0697 -0.2518 -0.0931
N 3.8468 -0.9766 0.9742 -0.1137 0.3378 0.0823
N -2.5768 -0.8767 -0.1719 -0.0075 0.0427 1.1267
C 4.3844 -2.0969 0.4287 -0.2981 0.2606 -0.4844
C 1.0029 0.0287 3.2951 -0.0911 -0.1695 -0.0464
C -0.2526 -1.7367 1.5615 0.0677 -0.1486 -0.0126
C -4.2822 0.8982 -2.8790 0.5257 0.2104 -0.0989
C -3.2425 1.6780 -3.3873 -0.3090 -0.3399 0.3062
C -0.8810 -0.5723 1.9578 -0.4646 0.1503 -0.2605
C -5.0750 2.1008 -4.5654 -0.8060 0.5190 -0.8572
C 3.9603 -2.3277 -1.0071 0.1907 -0.1991 0.0889
C 1.6674 -1.1239 2.8874 -0.0066 -0.0133 0.1273
C -1.7536 0.7651 -1.7668 -0.0694 -0.3400 0.0023
C -1.9835 1.6205 -2.8509 -0.3557 0.1061 -0.1969
C 4.0533 -0.6278 2.3595 0.1040 -0.2450 0.2175
C -0.0345 1.9696 -0.3932 0.2584 -0.2323 0.0342
C 1.3864 1.9279 0.1552 -0.2118 0.1012 -0.1272
C -0.2720 0.3065 2.8318 -0.0750 0.1562 0.0184
C 3.0859 -1.3755 3.3000 0.1393 0.1669 -0.2102
C -4.0840 0.0552 -1.8184 -0.1533 0.1266 -0.1718
C -2.7992 -0.0026 -1.2599 0.2153 0.6749 -0.7010
C 1.0249 -2.0050 2.0215 -0.1396 0.0772 0.0395
C -0.3658 0.7058 -1.1948 -0.1198 0.2816 0.0780
H -5.2703 1.7024 -5.5736 0.0999 0.0342 0.2588
H -0.7603 -2.4117 0.8909 0.0317 -0.1035 -0.1064
H 1.5326 -2.9061 1.7100 0.0431 -0.1052 -0.0274
H -1.1835 2.2145 -3.2601 0.1524 0.1002 -0.0637
H 4.3050 -1.5049 -1.6294 -0.0149 0.0736 -0.0750
H -0.2711 -0.1700 -0.5525 0.1321 -0.0082 -0.1057
H -0.7987 1.2009 3.1230 0.0021 0.1698 0.0801
H -3.2635 -1.6186 -0.1417 -0.0144 -0.1283 0.1165
H 1.4895 0.7134 3.9739 0.0470 0.0947 0.0789
H 2.8763 -2.3883 -1.0770 -0.1135 0.0198 -0.0408
H 3.9278 0.4516 2.4663 0.0418 -0.0412 0.0122
H 0.3501 0.6107 -2.0167 0.0433 -0.0798 0.0262
H 3.1344 -0.4768 0.4668 0.0667 -0.0710 -0.0611
H 1.6072 2.8379 0.7075 0.1253 0.0585 0.1001
H 3.3135 -2.4401 3.2436 0.0236 -0.0080 0.0632
H -0.1473 2.8414 -1.0396 -0.0775 0.0614 0.0012
H -5.6815 3.0080 -4.4103 0.1808 -0.2117 0.0482
H 1.5073 1.0830 0.8304 0.0482 -0.1070 0.0962
H 2.1077 1.8381 -0.6560 0.1362 -0.0095 -0.0692
H -4.8878 -0.5430 -1.4210 -0.1432 -0.0572 0.0827
H 3.2592 -1.0305 4.3194 0.0011 -0.0491 0.0664
H -0.7517 2.0665 0.4221 0.0099 0.1133 -0.0597
H 4.3988 -3.2537 -1.3665 -0.0038 -0.0126 0.0125
H 5.0782 -0.9055 2.6166 -0.0817 0.1528 0.0071
```
Forces are in eV/Å.

Properties
DFT total energy (eV): -45182.487
Gap between HOMO and LUMO (eV): 8.6
HOMO energy (eV): -8.09
Energy relative to the best compared isomer or geometry (same formula, charge and spin) (kJ/mol): 154.0
SMILES: CCCc1cc2c(cc1NS(=O)(=O)c1ccc(CCNC(C)=O)cc1)OCO2

(2)
C2HF3 in the gas phase. Source: the OMol25 dataset; level of theory: ωB97M-V/def2-TZVPD.

Structure (XYZ):
```
6
Properties=species:S:1:pos:R:3:forces:R:3
F -1.4818 0.9140 -0.3430 0.3033 -0.3561 0.2121
F -1.2279 -0.9910 0.7188 0.0806 0.2335 -0.1259
F 1.4917 -0.8914 0.3166 0.2488 -0.2270 0.1061
C 0.6862 0.0708 -0.1280 -0.7320 0.4910 -0.1300
C -0.6222 -0.0054 0.0864 0.2585 0.1676 -0.2336
H 1.1540 0.9030 -0.6508 -0.1591 -0.3089 0.1712
```
Forces are in eV/Å.

Properties
DFT total energy (eV): -10241.299
Gap between HOMO and LUMO (eV): 10.9
HOMO energy (eV): -9.96
Energy relative to the best compared isomer or geometry (same formula, charge and spin) (kJ/mol): 0.0
SMILES: FC=C(F)F

(3)
2 unconnected molecules or ions with the total composition C3H10OSi2 in a non-equilibrium geometry. Source: the OMol25 dataset; level of theory: ωB97M-V/def2-TZVPD.

Structure (XYZ):
```
16
Properties=species:S:1:pos:R:3:forces:R:3
Si 1.3621 1.7438 -0.7840 -1.4756 -1.5108 0.9496
Si 0.1230 3.4784 0.0898 -0.7439 1.0938 0.1081
O 2.6466 1.5377 0.1510 1.5212 -0.5408 1.3971
C -0.2167 -1.9989 -0.5266 -0.3826 -0.8294 1.2589
C -0.1702 -0.9672 0.3065 0.2592 0.2555 -1.5239
C -0.3225 -3.4588 -0.0011 0.6740 0.6718 -2.8684
H -0.3426 -3.4362 1.0306 0.8156 -0.3027 2.2746
H 2.8528 0.6771 0.5483 -0.0940 0.4609 -0.3247
H -0.2854 -1.9690 -1.5939 0.4386 0.5563 -0.5830
H -0.3698 -1.0660 1.3594 0.3644 0.2609 0.4639
H -1.0841 3.4347 -0.9627 1.1166 0.4676 1.3635
H 0.4637 -4.0998 -0.5246 -0.8728 0.7427 1.1842
H -0.2896 3.3893 1.6361 0.3117 -0.3799 -1.8500
H 0.9871 4.7906 0.1416 -0.8869 -0.9872 -0.4024
H -1.2811 -3.8752 -0.2372 -0.6615 -0.2754 -0.6530
H 1.7022 1.1306 -2.0536 -0.3842 0.3166 -0.7947
```
Forces are in eV/Å.

Properties
DFT total energy (eV): -21070.790
Gap between HOMO and LUMO (spin up / spin down) (eV): 8.1 / 6.4
HOMO energy (spin up / spin down) (eV): -8.36 / -6.82
Energy relative to the best compared isomer or geometry (same formula, charge and spin) (kJ/mol): 490.5

(4)
A molecular structure, C37H62CsGe2N8O5P2S2 in a non-equilibrium geometry. Source: the OMol25 dataset; level of theory: ωB97M-V/def2-TZVPD.

Structure (XYZ):
```
119
Properties=species:S:1:pos:R:3:forces:R:3
Cs 0.9493 -0.0635 -0.0016 -0.8096 1.6747 -2.2169
Ge -1.2451 2.9276 0.3151 -0.2069 0.1130 -0.0585
Ge -0.3082 2.9657 2.5941 -0.1228 0.1920 0.3235
S 2.8427 1.8735 -2.0744 0.0596 0.5571 -0.0302
S 4.2304 0.1639 -4.1017 -0.0724 -0.0887 0.0555
P -1.0109 -3.0131 0.9497 -0.1433 -0.6316 -0.0360
P 1.9266 -3.2767 1.4719 0.1045 -0.4804 0.3421
O 3.4224 0.2564 2.6482 0.0894 -0.0127 0.1099
O 0.3930 -3.7504 1.1792 0.0411 0.0330 0.2786
O 1.5798 1.3308 2.0477 0.5704 0.3682 1.4154
O 2.2666 -2.0342 0.7768 0.8539 -1.2283 0.2806
O -1.0152 -1.5491 0.9319 -0.9109 -0.4850 0.4389
N -0.8456 0.8387 -5.9271 -0.0397 0.0650 0.0124
N 2.0225 -3.3299 3.1253 -0.0710 -0.1197 -0.3936
N 2.8126 -4.5481 0.9242 -0.0051 0.1318 0.1214
N -1.8820 -3.6184 2.2335 0.1374 0.0300 -0.1220
N 2.4487 -0.7641 -2.4476 0.1918 -0.3072 -0.2115
N -1.5110 -3.6682 -0.4839 0.0568 0.1506 0.0924
N -2.1680 2.5898 -5.1683 -0.0634 0.0670 0.0577
N -0.8228 -0.2688 -3.3688 -0.1913 0.0086 -0.0824
C -4.7500 7.4428 -0.4723 -0.0097 0.0134 -0.0064
C -3.5142 6.5838 1.4077 0.0032 -0.0550 -0.0087
C -3.0637 5.4905 0.6578 -0.1640 0.1640 -0.1727
C -1.4871 0.8354 -3.6393 0.0189 0.0288 0.0936
C -0.5155 3.3707 -1.4808 -0.0184 -0.0043 0.1262
C 3.0473 0.3597 -2.7602 0.1829 -0.1856 -0.2811
C 1.8906 4.7164 1.8047 -0.0213 -0.0297 0.0654
C 3.8785 -4.3508 -0.0474 -0.0414 -0.0118 0.0001
C 4.3618 -2.5162 -5.0174 -0.0353 -0.0384 0.0236
C 2.4261 -3.1366 -3.0822 -0.0022 0.0747 0.0379
C -1.8900 -5.0456 2.5006 0.0059 0.0904 0.0194
C 2.0644 0.5025 2.8535 -0.1112 0.4207 0.0823
C -4.3476 7.5405 0.8544 -0.0040 0.0070 0.0099
C 2.9291 -4.1198 -3.9201 -0.0535 -0.0339 0.0584
C 1.2759 4.0636 3.0399 -0.0735 -0.1525 -0.0836
C -0.7936 1.6813 4.0177 0.0823 0.0686 -0.1558
C -3.4656 5.4223 -0.6785 0.0087 0.0294 0.0724
C 1.0385 -2.5954 3.9309 0.0178 0.0509 0.0587
C -2.1695 4.4594 1.2140 0.1812 -0.2866 0.1086
C -2.1150 -2.8223 -1.5066 -0.0013 -0.0119 0.0004
C -3.1355 -2.9444 2.5425 0.0562 0.0164 0.0028
C 3.3897 -3.1031 3.6087 0.0712 0.0202 -0.0130
C -4.2998 6.3792 -1.2382 -0.0122 0.0056 -0.0122
C -2.5387 1.4390 -0.0468 0.0900 0.1007 0.0182
C -0.1751 -0.8461 -4.3867 0.1152 -0.0323 0.0431
C 3.8899 -3.8167 -4.8820 0.0558 0.0172 -0.0628
C 4.1324 0.9786 1.6402 0.1339 0.0458 -0.1348
C -1.7917 4.3439 2.5034 0.1311 -0.1072 -0.1512
C 3.8606 -1.5298 -4.1819 0.0153 0.0324 -0.0050
C 0.2765 4.6705 -1.5723 0.0149 -0.0666 0.0783
C -1.4807 1.4156 -4.9176 0.1364 -0.1150 -0.0908
C 2.7153 -5.8644 1.5176 -0.0549 0.0212 -0.0771
C -3.8692 1.9081 -0.6353 0.0534 0.0018 -0.0050
C -1.1204 -4.9884 -0.9392 -0.0108 0.0169 0.0325
C -0.1999 -0.2963 -5.6515 -0.0213 0.0432 0.0178
C 2.8865 -1.8227 -3.2025 0.0359 -0.0198 -0.0845
C -1.9163 0.7264 3.6189 0.0885 0.0282 0.0200
H -2.8080 1.2702 3.2930 -0.0185 -0.0171 -0.0112
H -1.5904 0.0830 2.7976 -0.0313 -0.0115 0.0101
H -1.8658 3.0517 -6.0122 0.0199 -0.0232 -0.0064
H 1.1616 5.3507 1.2936 0.0226 0.0138 -0.0050
H -4.5568 1.0741 -0.8040 0.0030 -0.0079 0.0030
H -4.5958 6.2950 -2.2771 0.0041 -0.0053 0.0017
H 1.6827 -3.3588 -2.3233 0.0025 -0.0223 -0.0074
H 5.1083 -2.2777 -5.7649 0.0005 -0.0031 -0.0012
H 2.0029 3.4230 3.5399 -0.0363 -0.0279 -0.0260
H -3.0345 -1.8847 2.3176 -0.0570 0.0065 0.0341
H -3.7308 2.4068 -1.5993 -0.0349 0.0160 0.0019
H -5.3994 8.1942 -0.9041 0.0021 -0.0025 0.0004
H 2.7534 5.3366 2.0631 0.0020 0.0126 -0.0338
H -3.0545 -3.2654 -1.8515 0.0034 0.0044 0.0061
H 0.0352 -2.7809 3.5608 -0.1097 -0.0324 -0.0016
H 0.0938 2.5412 -1.8493 -0.0143 0.0026 0.0423
H -1.4016 3.4273 -2.1267 -0.0054 -0.0228 -0.0030
H -4.6821 8.3752 1.4590 0.0030 -0.0022 0.0051
H 3.6530 -2.0422 3.5713 -0.0052 0.0077 0.0185
H 4.2719 -4.5962 -5.5295 -0.0029 0.0026 0.0048
H -3.1089 4.6011 -1.2857 -0.0038 -0.0100 -0.0070
H 0.1058 1.1240 4.2823 0.0111 0.0053 -0.0422
H 2.2222 3.9531 1.0971 0.0112 0.0095 0.0044
H 4.2050 0.4003 0.7152 -0.0883 -0.0302 0.0097
H 0.3902 -1.7435 -4.1719 -0.0078 0.0029 -0.0334
H -0.9024 -5.4625 2.3128 -0.0140 -0.0384 0.0360
H 0.9501 4.8230 3.7571 -0.0366 0.0118 -0.0159
H -2.0319 1.3083 -2.8295 0.0125 -0.0090 -0.0066
H 1.1019 -2.9657 4.9571 -0.0177 -0.0467 0.0044
H 3.4577 -3.4640 4.6369 -0.0030 0.0004 -0.0050
H -3.1979 6.6864 2.4379 0.0004 -0.0114 0.0014
H 5.1413 1.1556 2.0163 -0.0147 -0.0113 0.0206
H -0.2911 5.5157 -1.1734 0.0147 0.0155 0.0058
H -2.1914 5.0024 3.2789 -0.0020 0.0162 0.0232
H 3.6500 1.9263 1.4083 0.0088 0.0052 0.0194
H 4.8608 -4.5111 0.4106 -0.0076 -0.0073 0.0347
H -0.6855 -5.5646 -0.1255 0.0013 -0.0229 -0.0293
H 1.2039 4.5872 -1.0047 -0.0118 0.0376 -0.0233
H 3.8286 -3.3367 -0.4348 0.0323 -0.0075 -0.0262
H 3.7682 -5.0488 -0.8810 -0.0163 0.0041 -0.0136
H 0.3252 -0.7650 -6.4752 0.0191 -0.0341 0.0237
H 2.5338 -6.6184 0.7450 -0.0046 -0.0044 0.0027
H -3.9797 -3.3590 1.9769 0.0044 -0.0027 -0.0220
H -2.1339 -5.2065 3.5532 -0.0047 -0.0306 -0.0094
H 1.2412 -1.5187 3.9168 -0.0116 0.0226 -0.0120
H -2.2070 0.0819 4.4552 -0.0162 -0.0168 -0.0212
H -2.7120 0.8876 0.8782 0.0279 0.0293 0.0029
H 0.5495 4.8959 -2.6060 -0.0013 0.0067 0.0004
H -1.0883 2.2829 4.8839 -0.0194 0.0351 -0.0219
H -1.4469 -2.7023 -2.3626 0.0192 0.0040 0.0028
H -2.6282 -5.5820 1.8900 -0.0083 0.0022 -0.0120
H 3.6361 -6.1358 2.0455 0.0189 0.0238 0.0181
H -2.3113 -1.8338 -1.1003 -0.0032 0.0091 -0.0309
H 4.0950 -3.6679 2.9962 0.0233 0.0145 0.0433
H -2.0534 0.7350 -0.7311 0.0283 -0.0164 0.0507
H -0.3804 -4.9226 -1.7451 0.0049 -0.0008 0.0036
H -1.9930 -5.5270 -1.3200 0.0078 -0.0151 -0.0001
H -4.3626 2.6203 0.0289 -0.0227 0.0088 -0.0205
H 2.5717 -5.1392 -3.8269 -0.0051 0.0045 0.0066
H -3.3461 -3.0568 3.6083 -0.0126 0.0108 -0.0037
H -2.2337 3.2139 -4.3787 -0.0052 0.0077 -0.0128
H 1.8947 -5.8858 2.2321 0.0121 -0.0438 0.0201
```
Forces are in eV/Å.

Properties
DFT total energy (eV): -215367.277
Gap between HOMO and LUMO (eV): 5.8
Total charge: -1
HOMO energy (eV): -4.13